--- one ---
{
  "formula": "C10H16",
  "method": "ωB97M-V/def2-TZVPD",
  "symbols": ["C", "C", "C", "C", "C", "C", "C", "H", "H", "H", "H", "H", "H", "H", "H", "C", "C", "C", "H", "H", "H", "H", "H", "H", "H", "H"],
  "positions_angstrom": [[1.646, -2.232, 2.471], [1.478, -0.813, 2.005], [0.401, -0.110, 2.517], [0.058, 1.145, 2.016], [0.712, 1.500, 0.855], [1.726, 0.775, 0.204], [2.197, -0.342, 0.898], [2.412, -2.696, 1.801], [0.828, -2.886, 2.160], [1.916, -2.370, 3.516], [-0.267, -0.418, 3.329], [-0.577, 1.888, 2.461], [0.473, 2.397, 0.283], [2.059, 0.922, -0.813], [2.909, -1.030, 0.443], [-2.216, 0.893, -1.119], [-1.443, -0.111, -1.951], [-1.138, 0.265, -3.409], [-1.919, 1.925, -1.323], [-2.201, 0.487, -0.119], [-3.284, 0.901, -1.448], [-0.463, -0.163, -1.457], [-1.857, -1.123, -1.929], [-1.605, -0.499, -4.043], [-1.734, 1.147, -3.691], [-0.110, 0.548, -3.656]],
  "charge": 0,
  "homo_ev": -8.98,
  "gap_ha": 0.367,
  "lumo_ev": 1.0
}

--- two ---
{
  "formula": "C10H16",
  "method": "ωB97M-V/def2-TZVPD",
  "symbols": ["C", "C", "C", "C", "C", "C", "C", "C", "H", "H", "H", "H", "H", "H", "H", "H", "H", "H", "C", "C", "H", "H", "H", "H", "H", "H"],
  "positions_angstrom": [[-1.477, 1.568, 0.701], [-0.570, 0.385, 1.065], [0.863, 0.664, 0.719], [1.793, 0.705, 1.760], [3.155, 0.765, 1.491], [3.603, 0.845, 0.188], [2.674, 0.944, -0.845], [1.325, 0.838, -0.583], [-1.436, 1.810, -0.356], [-1.298, 2.406, 1.373], [-2.522, 1.323, 0.888], [-0.705, 0.191, 2.130], [-0.935, -0.529, 0.621], [1.401, 0.777, 2.766], [3.828, 0.788, 2.336], [4.663, 0.914, -0.017], [3.128, 1.173, -1.801], [0.624, 0.896, -1.406], [-1.602, -1.715, -1.399], [-2.945, -2.440, -1.345], [-0.993, -1.608, -0.515], [-0.918, -2.115, -2.157], [-1.750, -0.715, -1.823], [-3.040, -2.916, -0.363], [-3.099, -3.225, -2.078], [-3.768, -1.730, -1.351]],
  "charge": 0,
  "homo_ev": -8.99,
  "gap_ha": 0.368,
  "lumo_ev": 1.0
}

--- three ---
{
  "formula": "C10H16",
  "method": "ωB97M-V/def2-TZVPD",
  "symbols": ["C", "C", "C", "C", "C", "C", "C", "H", "H", "H", "H", "H", "H", "H", "H", "C", "C", "C", "H", "H", "H", "H", "H", "H", "H", "H"],
  "positions_angstrom": [[0.152, -2.536, -1.383], [-0.882, -1.945, -0.410], [-1.260, -0.621, -0.618], [-2.051, -0.012, 0.356], [-2.510, -0.738, 1.449], [-2.070, -2.040, 1.653], [-1.212, -2.641, 0.748], [0.457, -3.568, -1.253], [0.986, -1.841, -1.275], [-0.246, -2.424, -2.395], [-1.015, -0.203, -1.580], [-2.219, 1.058, 0.329], [-3.124, -0.237, 2.182], [-2.480, -2.582, 2.494], [-0.735, -3.581, 0.981], [2.479, 1.209, -0.253], [1.207, 1.905, 0.261], [1.150, 3.331, -0.320], [3.227, 1.911, -0.628], [2.294, 0.532, -1.084], [2.962, 0.712, 0.583], [0.267, 1.332, 0.220], [1.098, 1.930, 1.353], [1.319, 3.299, -1.398], [0.215, 3.800, -0.020], [1.989, 3.947, 0.008]],
  "charge": 0,
  "homo_ev": -9.02,
  "gap_ha": 0.369,
  "lumo_ev": 1.0
}

Which structure loses on stability? one does.

--- one ---
{
  "formula": "H2IO",
  "method": "ωB97M-V/def2-TZVPD",
  "symbols": ["O", "H", "H", "I"],
  "positions_angstrom": [[-3.428, 0.660, 1.552], [-2.518, 0.389, 1.293], [-3.413, 0.670, 2.536], [0.801, -0.146, -0.384]],
  "charge": -1,
  "homo_ev": -3.39,
  "gap_ha": 0.260,
  "lumo_ev": 3.7
}

--- two ---
{
  "formula": "H2IO",
  "method": "ωB97M-V/def2-TZVPD",
  "symbols": ["O", "H", "H", "I"],
  "positions_angstrom": [[0.445, 1.028, -0.336], [0.571, 1.227, 0.620], [-0.242, 0.325, -0.355], [-0.774, -2.580, 0.071]],
  "charge": -1,
  "homo_ev": -3.47,
  "gap_ha": 0.272,
  "lumo_ev": 3.9
}

Which structure loses on stability? one does.

--- one ---
{
  "formula": "C5H6F2O",
  "method": "ωB97M-V/def2-TZVPD",
  "symbols": ["F", "C", "F", "C", "C", "C", "C", "O", "H", "H", "H", "H", "H", "H"],
  "positions_angstrom": [[0.166, -1.268, -1.376], [-0.163, -1.598, -0.004], [-1.447, -2.145, -0.112], [-0.164, -0.495, 0.873], [-1.062, 0.458, 0.254], [-0.321, 1.399, -0.567], [1.175, 1.219, -0.280], [1.142, 0.304, 1.020], [0.483, -2.617, 0.209], [-0.397, -0.991, 1.841], [-2.049, 0.126, 0.474], [-0.688, 2.484, -0.797], [1.689, 2.386, -0.234], [1.635, 0.737, -1.300]],
  "charge": 0,
  "homo_ev": -9.41,
  "gap_ha": 0.366,
  "lumo_ev": 0.5
}

--- two ---
{
  "formula": "C5H6F2O",
  "method": "ωB97M-V/def2-TZVPD",
  "symbols": ["C", "C", "C", "C", "C", "O", "F", "F", "H", "H", "H", "H", "H", "H"],
  "positions_angstrom": [[-0.647, 1.102, -1.100], [1.694, 0.601, 0.892], [-0.569, 0.064, -0.350], [-1.642, -0.818, 0.251], [1.288, -0.507, 0.101], [1.829, 1.752, 0.624], [1.559, -1.760, 0.679], [1.870, -0.508, -1.116], [0.173, 1.592, -1.634], [-1.658, 1.420, -1.453], [2.028, 0.298, 1.942], [-1.810, -0.640, 1.375], [-1.540, -1.882, 0.141], [-2.575, -0.713, -0.353]],
  "charge": 0,
  "homo_ev": -9.88,
  "gap_ha": 0.369,
  "lumo_ev": 0.2
}

--- three ---
{
  "formula": "C5H6F2O",
  "method": "ωB97M-V/def2-TZVPD",
  "symbols": ["C", "C", "C", "C", "C", "O", "F", "F", "H", "H", "H", "H", "H", "H"],
  "positions_angstrom": [[0.563, 1.089, -0.345], [-0.688, 1.003, -0.644], [-0.477, -1.130, 0.591], [1.280, 0.076, 0.457], [-1.408, -0.171, -0.007], [2.311, -0.659, -0.087], [-2.283, -0.683, -0.950], [-2.235, 0.449, 0.929], [1.280, 1.872, -0.615], [-1.298, 1.658, -1.142], [-0.387, -1.842, -0.186], [-0.804, -1.452, 1.603], [1.636, 0.295, 1.489], [2.510, -0.504, -1.092]],
  "charge": 0,
  "homo_ev": -9.25,
  "gap_ha": 0.361,
  "lumo_ev": 0.6
}

Which structure loses on stability? one does.

--- one ---
{
  "formula": "C2H5O2S",
  "method": "ωB97M-V/def2-TZVPD",
  "symbols": ["C", "S", "H", "H", "H", "O", "C", "O", "H", "H"],
  "positions_angstrom": [[-1.139, 2.165, 0.647], [-0.963, 0.827, -0.564], [-0.340, 2.049, 1.378], [-2.088, 2.097, 1.197], [-1.057, 3.101, 0.102], [2.018, -3.291, -0.198], [1.296, -2.442, -0.669], [1.378, -1.160, -0.394], [0.403, -2.667, -1.256], [0.491, -0.678, -0.242]],
  "charge": -1,
  "homo_ev": -2.94,
  "gap_ha": 0.256,
  "lumo_ev": 4.0
}

--- two ---
{
  "formula": "C2H5O2S",
  "method": "ωB97M-V/def2-TZVPD",
  "symbols": ["C", "S", "H", "H", "H", "O", "C", "O", "H", "H"],
  "positions_angstrom": [[1.486, -0.813, 0.288], [1.676, 0.842, -0.446], [2.144, -0.973, 1.147], [0.475, -1.004, 0.650], [1.721, -1.611, -0.419], [-2.870, 0.089, 0.216], [-1.855, 0.702, 0.009], [-1.238, 0.791, -1.151], [-1.326, 1.303, 0.773], [-0.213, 0.675, -1.067]],
  "charge": -1,
  "homo_ev": -3.15,
  "gap_ha": 0.266,
  "lumo_ev": 4.1
}

Which structure loses on stability? one does.

--- one ---
{
  "formula": "C6H14NO",
  "method": "ωB97M-V/def2-TZVPD",
  "symbols": ["C", "C", "N", "C", "C", "C", "C", "O", "H", "H", "H", "H", "H", "H", "H", "H", "H", "H", "H", "H", "H", "H"],
  "positions_angstrom": [[-2.560, 2.525, -0.030], [-1.238, 1.762, -0.113], [-1.394, 0.324, -0.397], [-0.087, -0.344, -0.571], [0.480, -0.922, 0.766], [1.917, -1.339, 0.714], [2.285, -2.123, -0.660], [2.600, -1.375, -1.700], [-3.038, 2.606, -0.981], [-2.287, 3.585, 0.171], [-3.159, 2.130, 0.758], [-0.642, 1.997, 0.785], [-0.709, 2.181, -0.976], [-1.956, 0.044, 0.390], [0.731, 0.242, -0.911], [-0.294, -1.141, -1.283], [-0.052, -1.934, 1.069], [0.197, -0.337, 1.643], [2.238, -1.871, 1.602], [2.542, -0.435, 0.908], [1.319, -2.762, -0.699], [3.108, -2.815, -0.485]],
  "charge": -1,
  "homo_ev": -2.28,
  "gap_ha": 0.212,
  "lumo_ev": 3.5
}

--- two ---
{
  "formula": "C6H14NO",
  "method": "ωB97M-V/def2-TZVPD",
  "symbols": ["C", "O", "C", "C", "H", "H", "H", "H", "H", "H", "H", "C", "C", "C", "N", "H", "H", "H", "H", "H", "H", "H"],
  "positions_angstrom": [[1.439, 0.750, -0.614], [0.398, 1.112, 0.178], [1.896, 1.896, -1.546], [0.828, 2.284, -2.571], [1.204, -0.124, -1.271], [2.353, 0.461, -0.044], [2.837, 1.620, -2.038], [2.071, 2.735, -0.867], [1.248, 2.995, -3.288], [-0.035, 2.676, -2.040], [0.562, 1.395, -3.151], [-0.081, -1.332, 2.086], [-1.282, -1.606, 1.228], [-2.182, -2.573, 1.535], [-1.366, -0.836, 0.098], [-0.180, -0.333, 2.503], [0.837, -1.463, 1.524], [-0.128, -2.011, 2.944], [-3.084, -2.755, 0.964], [-2.054, -3.143, 2.447], [-0.730, 0.028, 0.089], [-2.232, -0.829, -0.401]],
  "charge": -1,
  "homo_ev": -3.32,
  "gap_ha": 0.275,
  "lumo_ev": 4.2
}

Which structure loses on stability? one does.